Entry 1:
17
Properties=species:S:1:pos:R:3:forces:R:3 method="wB97M-V/def2-TZVPD" mol_weight_g_mol=124.14 orbital_gap_ev=10.4535
C -2.9697 -0.8386 -0.5733 0.4 0.1 0.4
C -1.9314 -0.4161 -0.1489 0.5 0.2 -0.1
C -0.6431 0.0751 0.3295 -0.7 0.5 -0.5
C -0.4734 1.5449 0.7204 -0.7 -0.4 -0.4
C 0.2105 0.9949 -0.5071 0.4 0.1 0.5
C 1.6736 0.5507 -0.4893 -0.1 0.3 0.4
O 1.7097 -0.8778 -0.6467 0.2 0.5 -0.4
C 1.0264 -1.6067 0.3347 0.3 -1.1 0.3
O 0.0869 -0.8503 1.0626 0.2 0.2 0.5
H -3.8983 -1.2497 -0.8418 -0.5 -0.1 -0.3
H -1.3536 2.1921 0.5089 0.8 -0.6 0.4
H 0.0873 1.7272 1.6273 0.0 0.1 -0.1
H -0.1951 1.3600 -1.4342 0.0 -0.2 -0.3
H 2.2065 1.0226 -1.3448 -0.2 -0.7 0.6
H 2.1848 0.8439 0.4645 -0.4 -0.2 -0.7
H 1.7377 -1.9859 1.1285 -0.7 0.3 -0.8
H 0.5413 -2.4863 -0.1904 0.4 0.9 0.5



Entry 2:
18
Properties=species:S:1:pos:R:3:forces:R:3 method="wB97M-V/def2-TZVPD" mol_weight_g_mol=218.54 spin_multiplicity=3 orbital_gap_ev="7.1849 / 6.3356"
C 3.0728 -0.5523 -1.0372 2.4 -1.1 1.1
C -4.1254 2.7154 1.0255 0.9 1.9 0.8
Si 1.6376 -1.7388 -0.7184 0.6 0.4 -0.5
Si -3.5562 1.1218 1.8758 2.0 1.2 -1.2
S 2.1683 -3.4028 -2.0469 -1.5 -0.1 1.3
S 1.6776 -2.3099 1.3705 0.3 -0.3 -0.6
S -0.2931 -0.8994 -1.3396 0.7 -0.6 0.0
S -1.2595 1.1906 1.5460 -0.3 -1.4 0.7
H 2.9404 0.0084 -1.9202 -0.6 0.9 -1.0
H 3.2782 0.1483 -0.1682 -0.2 -0.9 -1.0
H 4.0850 -1.1299 -1.3163 -2.2 0.9 1.1
H -3.7703 2.9799 0.0047 0.5 -0.7 0.7
H -5.1596 2.8053 0.8867 -1.8 -0.1 0.2
H -3.8402 3.5655 1.7594 -0.3 -1.3 -1.2
H 1.1689 -4.1692 -1.4434 0.9 0.5 -0.7
H 2.8943 -2.9082 1.1629 -0.6 0.3 0.2
H -0.2469 0.2800 -0.6913 0.2 -0.3 0.1
H -0.6721 2.2950 1.0501 -1.0 0.5 0.1



Entry 3:
47
Properties=species:S:1:pos:R:3:forces:R:3 method="wB97M-V/def2-TZVPD" mol_weight_g_mol=312.41 orbital_gap_ev=8.0215
C -7.2453 -1.0340 -2.0327 0.0 -0.3 -0.8
C -6.4669 -0.9003 -3.3604 1.1 -0.3 0.7
C -5.2558 0.0935 -3.3284 -0.4 -0.7 -0.3
C -4.3220 0.1261 -2.1263 0.1 -0.7 0.5
N -3.6785 -1.1635 -1.8919 0.4 -0.9 -1.0
C -2.7258 -1.4239 -0.8086 -0.5 -0.1 -0.9
C -1.4425 -0.6101 -0.8711 -0.5 -0.2 0.5
C -0.5518 -0.9995 0.3260 0.0 0.3 -0.8
C 0.7930 -0.3274 0.2313 0.4 0.2 1.7
N 1.2550 0.3085 1.2520 -0.9 -0.7 -1.4
C 2.5378 0.8247 1.1886 1.1 1.4 -0.9
C 2.9541 1.7976 0.2553 -1.1 -0.7 0.7
C 4.2530 2.3149 0.2632 1.7 -0.2 -0.1
C 5.2195 1.8036 1.1551 -1.4 1.4 -1.1
C 6.6371 2.2372 0.9800 0.5 -0.3 -1.6
O 7.1265 2.1453 -0.1371 0.0 0.5 1.4
O 7.3309 2.7025 2.0533 -0.3 -0.2 -0.5
C 4.8060 0.8679 2.1063 0.3 -0.2 0.4
C 5.7547 0.3511 3.0001 -0.1 -1.9 2.2
C 5.4004 -0.5152 4.0445 0.5 0.9 -1.4
C 4.0701 -0.8911 4.1485 -1.2 -0.3 0.2
C 3.1421 -0.5002 3.2026 -0.5 -0.3 0.7
C 3.4639 0.3988 2.1630 0.8 -0.2 0.4
H -6.5355 -1.3449 -1.2525 -0.4 0.2 0.0
H -8.0221 -1.8219 -2.1250 0.4 0.4 0.1
H -7.7478 -0.1025 -1.7733 0.1 0.0 0.2
H -6.0797 -1.8938 -3.5966 0.1 -0.1 0.0
H -7.0863 -0.6507 -4.2167 -0.3 0.2 0.1
H -5.6719 1.0807 -3.4431 0.0 0.6 0.0
H -4.6180 -0.0986 -4.2026 -0.3 0.0 0.0
H -3.5783 0.9025 -2.3737 -0.1 -0.3 0.5
H -4.8616 0.3831 -1.2159 -0.2 0.7 0.2
H -4.3293 -1.9486 -1.9621 0.2 0.6 0.0
H -3.1935 -1.2741 0.1623 0.0 0.0 0.5
H -2.4686 -2.4895 -0.9085 -0.1 0.2 0.2
H -0.9161 -0.7977 -1.8052 -0.1 0.1 -0.2
H -1.7450 0.4491 -0.7985 0.5 -0.2 -0.1
H -1.0938 -0.7492 1.2414 0.5 0.1 0.1
H -0.3551 -2.0887 0.3447 -0.2 0.3 -0.2
H 1.4292 -0.5096 -0.6662 -0.5 0.2 0.4
H 2.2004 2.1571 -0.4477 0.3 0.0 0.1
H 4.5862 3.0538 -0.5083 -0.5 -0.7 0.8
H 8.2477 2.8722 1.7619 -0.4 -0.1 -0.1
H 6.7980 0.5501 2.9222 0.4 0.5 -0.3
H 6.1096 -0.9499 4.7477 0.1 0.4 -0.3
H 3.7706 -1.4979 5.0129 0.0 0.1 -0.6
H 2.1052 -0.8372 3.2897 0.4 0.1 0.0